Density functional theory data (ωB97M-V with the def2-TZVPD basis set) for a 2-piece molecular cluster, C4H13FSi2 overall in a non-equilibrium geometry.

Atoms and positions in Å:
1 H 3.6126 1.5005 0.2164
2 H 3.6570 0.1846 -1.0549
3 H 2.9516 1.5262 -1.6047
4 C 0.6354 -2.8431 0.8394
5 H -0.6160 1.2984 -1.4744
6 H 0.9441 -2.3856 1.7021
7 H -3.9783 0.1232 -0.8388
8 H -2.5909 0.6453 0.0447
9 H -0.5451 -2.8839 0.9818
10 H -0.7114 1.8406 0.1957
11 H -4.2241 0.7258 0.7698
12 H -3.5077 -0.8940 0.5348
13 H 0.8695 -3.7871 0.6284
14 C -3.6085 0.1784 0.1583
15 Si 1.3489 0.4173 -0.0160
16 Si 0.9317 -1.7306 -0.7343
17 H 0.2694 2.6365 -0.6881
18 C 3.0770 0.9905 -0.7031
19 F 1.5481 0.7778 1.5947
20 C -0.0633 1.6794 -0.5516

Results
- Multiplicity: 3
- <S²>: 2.00
- Lowest unoccupied orbital energy (alpha / beta): 0.0221 / -0.0717 Eh
- Highest occupied orbital energy (alpha / beta): -7.0 / -9.8 eV